Entry 1:
Molecular formula: C6H11N4O
Method: DFT, the ωB97M-V functional and the def2-TZVPD basis

The calculation puts the energy above the lowest of the compared OMol25 structures with the same formula, charge and spin at 43.9 kcal/mol. As for the total charge: +1. The value obtained for the largest force on an atom is 0.084 Eh/bohr. As for the SMILES: NN[C@@]1(C(N)=[NH2+])C=CC=CO1. The calculation puts the energy at -529.157620 Ha. Its LUMO energy is -3.4 eV. As for the HOMO energy: -12.000 eV.

Each line ends with the Löwdin charge.
Geometry (Å):
N -0.961 1.069 2.126  0.036
N -0.242 1.227 0.928  -0.033
C -0.150 0.151 0.025  -0.295
C -1.290 -0.839 0.119  -0.322
N -1.071 -2.102 0.221  0.252
N -2.482 -0.321 -0.172  0.207
C 0.082 0.561 -1.330  -0.053
C 1.292 0.623 -1.862  -0.053
C 2.481 0.142 -1.196  -0.059
C 2.388 -0.492 -0.041  -0.149
O 1.194 -0.829 0.453  -0.064
H -0.175 0.819 2.735  0.101
H -1.375 2.029 2.386  0.141
H 0.524 1.839 1.031  0.141
H -0.003 -2.195 0.465  0.182
H -1.701 -2.906 0.313  0.168
H -2.436 0.711 -0.156  0.137
H -3.376 -0.763 0.215  0.186
H -0.755 0.848 -1.996  0.140
H 1.487 0.967 -2.865  0.121
H 3.368 0.231 -1.849  0.127
H 3.202 -0.772 0.450  0.088


Entry 2:
Molecular formula: C6H11N4O
Method: DFT, the ωB97M-V functional and the def2-TZVPD basis

The calculation puts the energy above the lowest of the compared OMol25 structures with the same formula, charge and spin at 37.3 kcal/mol. As for the total charge: +1. The value obtained for the largest force on an atom is 0.113 Eh/bohr. Its multiplicity is 3. The calculation puts the energy at -529.055908 Ha. The expectation value of S² is 2.006. Its LUMO energy (spin up / spin down) is -2.7 / -5.8 eV. As for the HOMO energy (spin up / spin down): -9.128 / -13.893 eV.

Each line ends with the Mulliken spin population.
Geometry (Å):
C -2.529 1.202 -0.511  0.373
C -2.700 0.746 0.830  0.187
C -1.745 0.451 -1.341  0.568
C -2.301 -0.498 1.154  0.570
C 1.538 -0.541 -0.138  0.033
C -1.088 -0.733 -0.743  -0.026
N 0.320 -0.070 -0.175  0.071
N 2.725 1.532 0.435  0.000
N 2.722 0.166 0.056  0.008
N 1.803 -1.919 -0.298  0.004
O -1.633 -1.279 0.358  0.106
H -3.175 2.041 -0.951  0.028
H -2.947 1.269 1.703  0.006
H -1.685 0.560 -2.422  0.012
H -2.200 -0.913 2.183  0.025
H -0.862 -1.489 -1.384  0.024
H 0.145 0.924 0.081  0.009
H 2.911 1.711 1.402  0.000
H 3.287 2.116 -0.196  0.000
H 3.651 -0.373 0.235  0.000
H 2.608 -2.219 0.062  0.001
H 1.156 -2.684 -0.339  0.000


Entry 3:
Molecular formula: C6H11N5
Method: DFT, the ωB97M-V functional and the def2-TZVPD basis

The calculation puts the energy above the lowest of the compared OMol25 structures with the same formula, charge and spin at 0.0 kcal/mol. The value obtained for the largest force on an atom is 0.086 Eh/bohr. Its multiplicity is 3. The calculation puts the energy at -508.781700 Ha. The expectation value of S² is 2.027. Its LUMO energy (spin up / spin down) is 0.9 / -2.0 eV. As for the HOMO energy (spin up / spin down): -5.577 / -8.679 eV.

Each line ends with the Mulliken spin population.
Geometry (Å):
C 1.250 -1.838 0.148  -0.034
C -1.018 -1.355 0.188  -0.036
C -0.019 -2.147 -0.262  0.128
C 0.530 0.021 1.269  -0.059
C -2.459 -1.620 -0.130  0.001
C -0.078 2.106 -0.605  0.050
N 1.524 -0.882 1.033  0.177
N -0.778 -0.306 0.989  0.160
N 3.030 1.274 0.504  0.284
N 2.111 2.067 0.033  0.783
N 1.085 1.383 -0.197  0.553
H 1.998 -2.580 -0.134  0.012
H 2.894 0.259 0.793  -0.017
H -0.259 -2.952 -0.953  0.007
H 0.634 0.692 2.020  0.000
H -2.694 -2.491 0.412  -0.002
H -2.803 -1.783 -1.186  -0.003
H -2.970 -0.834 0.336  0.002
H -0.033 2.442 -1.623  0.010
H -0.931 1.379 -0.393  0.007
H -0.278 3.048 -0.019  -0.011
H 3.880 1.638 0.825  -0.012


Entry 4:
Molecular formula: C6H11N5
Method: DFT, the ωB97M-V functional and the def2-TZVPD basis

The calculation puts the energy above the lowest of the compared OMol25 structures with the same formula, charge and spin at 62.3 kcal/mol. As for the total charge: +2. The value obtained for the largest force on an atom is 0.103 Eh/bohr. The calculation puts the energy at -508.306631 Ha. Its LUMO energy is -9.2 eV. As for the HOMO energy: -17.086 eV.

Each line ends with the Löwdin charge.
Geometry (Å):
C -1.095 1.808 -0.986  -0.135
C 0.850 -1.734 -0.536  0.077
C 1.849 0.384 0.083  -0.088
C -0.025 0.786 0.593  -0.034
C -1.073 -0.238 -0.001  -0.395
C -2.091 -0.696 1.090  0.073
N -0.335 2.039 0.007  0.071
N -1.571 0.557 -1.072  0.129
N -0.422 -1.475 -0.481  0.209
N 1.922 -0.870 -0.382  0.179
N 2.865 1.115 0.373  0.257
H -1.230 2.684 -1.550  0.148
H 1.046 -2.719 -0.788  0.163
H 0.008 0.903 1.715  0.167
H -2.207 0.194 1.667  0.106
H -1.734 -1.445 1.627  0.048
H -2.941 -1.120 0.521  0.129
H -2.263 0.323 -1.798  0.193
H -0.952 -2.317 -0.489  0.177
H 2.812 -1.133 -0.600  0.142
H 2.693 2.111 0.634  0.183
H 3.894 0.844 0.373  0.203


Entry 5:
Molecular formula: C6H11NO
Method: DFT, the ωB97M-V functional and the def2-TZVPD basis

The calculation puts the energy above the lowest of the compared OMol25 structures with the same formula, charge and spin at 150.1 kcal/mol. The value obtained for the largest force on an atom is 0.021 Eh/bohr. The calculation puts the energy at -364.992218 Ha. Its LUMO energy (spin up / spin down) is 1.0 / 1.0 eV. As for the HOMO energy (spin up / spin down): -7.721 / -7.723 eV.

Each line ends with the Löwdin charge.
Geometry (Å):
C -1.456 0.192 -1.077  -0.246
C -0.105 -1.821 1.413  -0.140
C -1.822 1.536 -0.538  -0.074
C 2.349 0.192 0.473  -0.105
N -0.421 -0.536 0.817  -0.072
C 1.267 0.289 -0.503  -0.163
C 0.672 0.568 -1.547  0.056
O -1.224 -0.812 -0.265  -0.132
H -1.919 -0.157 -1.994  0.125
H 0.589 0.897 -2.558  0.060
H -0.984 -2.287 1.875  0.074
H 0.328 -2.534 0.697  0.078
H 0.620 -1.627 2.205  0.070
H -1.971 2.236 -1.360  0.080
H -1.057 1.917 0.131  0.070
H -2.759 1.454 0.028  0.088
H 2.539 -0.849 0.740  0.070
H 2.083 0.719 1.391  0.082
H 3.271 0.623 0.072  0.079


Entry 6:
Molecular formula: C6H11NO
Method: DFT, the ωB97M-V functional and the def2-TZVPD basis

The calculation puts the energy above the lowest of the compared OMol25 structures with the same formula, charge and spin at 50.6 kcal/mol. The value obtained for the largest force on an atom is 0.068 Eh/bohr. As for the SMILES: N/C=C/CCCC=O. The calculation puts the energy at -365.150847 Ha. Its LUMO energy is 1.0 eV. As for the HOMO energy: -8.189 eV.

Each line ends with the Löwdin charge.
Geometry (Å):
N 0.962 -1.733 -2.823  0.002
C 0.174 -1.053 -1.825  -0.172
C 0.115 -1.388 -0.488  -0.144
C -0.771 -0.831 0.551  -0.229
C -0.032 0.099 1.557  -0.179
C 0.383 1.539 1.079  -0.145
C -0.744 2.449 1.154  -0.273
O -0.855 3.515 1.764  0.033
H 0.824 -1.441 -3.781  0.061
H 1.911 -2.158 -2.596  0.113
H -0.379 -0.252 -2.232  0.088
H 0.728 -2.149 -0.024  0.098
H -1.524 -0.149 0.095  0.109
H -1.358 -1.615 1.061  0.116
H -0.643 0.131 2.385  0.073
H 0.961 -0.307 1.891  0.123
H 1.244 1.792 1.656  0.111
H 0.569 1.392 0.032  0.109
H -1.566 2.161 0.542  0.106


Entry 7:
Molecular formula: C6H11NO
Method: DFT, the ωB97M-V functional and the def2-TZVPD basis

The calculation puts the energy above the lowest of the compared OMol25 structures with the same formula, charge and spin at 101.1 kcal/mol. The value obtained for the largest force on an atom is 0.093 Eh/bohr. As for the SMILES: C=CC(=C)N=C.CO. The calculation puts the energy at -365.070372 Ha. Its LUMO energy (spin up / spin down) is -0.1 / -0.1 eV. As for the HOMO energy (spin up / spin down): -8.942 / -8.942 eV.

Each line ends with the Löwdin charge.
Geometry (Å):
C -0.885 0.305 -2.705  0.020
C -0.676 0.124 -1.407  -0.152
C 0.338 -0.788 -0.849  -0.394
C 1.583 -0.878 -1.346  0.109
N 0.094 -1.486 0.325  0.022
C -1.086 -1.542 0.861  -0.080
H -0.334 -0.249 -3.451  0.060
H -1.616 1.012 -3.066  0.053
H -1.209 0.729 -0.684  0.098
H 2.298 -1.550 -0.902  0.065
H 1.882 -0.331 -2.224  0.065
H -1.244 -2.344 1.574  0.075
H -1.977 -1.424 0.235  0.086
C 0.702 1.718 2.371  -0.183
O -0.087 0.797 1.684  -0.215
H 0.108 2.516 2.833  0.071
H 1.398 1.281 3.096  0.077
H 1.308 2.217 1.605  0.082
H -0.599 -0.107 2.052  0.143


Entry 8:
Molecular formula: C6H11NO
Method: DFT, the ωB97M-V functional and the def2-TZVPD basis

The calculation puts the energy above the lowest of the compared OMol25 structures with the same formula, charge and spin at 106.3 kcal/mol. The value obtained for the largest force on an atom is 0.077 Eh/bohr. As for the SMILES: CC(=O)C(N)=C(C)C. The calculation puts the energy at -365.062114 Ha. Its LUMO energy (spin up / spin down) is -0.2 / -0.2 eV. As for the HOMO energy (spin up / spin down): -8.009 / -8.009 eV.

Each line ends with the Löwdin charge.
Geometry (Å):
C 1.045 -1.452 -0.974  -0.028
C 1.779 0.007 -0.025  -0.312
O 2.977 0.016 0.045  0.081
C 0.658 0.499 0.655  -0.305
N 0.733 1.332 1.764  0.072
C -0.536 0.049 0.037  -0.253
C -0.935 0.427 -1.370  -0.065
C -1.741 -0.173 0.919  -0.044
H 1.745 -2.145 -0.509  0.049
H 0.077 -1.956 -0.971  0.047
H 1.386 -1.224 -1.983  0.044
H 1.077 2.258 1.509  0.093
H 1.145 1.362 2.688  0.089
H -1.589 1.307 -1.333  0.099
H -0.090 0.709 -1.994  0.086
H -1.501 -0.373 -1.855  0.088
H -1.482 -0.315 1.967  0.080
H -2.418 0.688 0.883  0.090
H -2.329 -1.017 0.546  0.089